This record from the Open Molecules 2025 dataset describes the molecule C9H13N3O2 at a distorted geometry. The level of theory is the ωB97M-V functional and the def2-TZVPD basis.

ΔE to the lowest compared entry with this formula, charge and spin = 1.964 eV
total charge = 0
E_tot = -18106.387 eV
SMILES string = CN(C)CCOC(=O)c1cnccn1

Positions of all 27 atoms, in Å:
O: -1.2508 -0.2115 -0.3796
O: -0.0982 1.6617 0.1377
N: 1.6088 -0.1790 -1.3900
N: -0.9327 1.1866 2.8562
N: -2.7264 -0.9256 3.1325
C: 2.2073 1.0204 -1.9785
C: -1.3705 0.4318 1.8227
C: 0.3577 -0.6832 -2.0773
C: -1.4563 0.8257 4.0218
C: -2.0443 -0.7516 1.9587
C: -2.4125 -0.1873 4.1051
C: -0.8827 0.0168 -1.6436
C: -0.8015 0.7180 0.4811
C: 2.5691 -1.1465 -1.6370
H: -2.8397 -0.1652 5.0487
H: 2.1237 -2.0952 -1.3095
H: 1.5343 1.6177 -2.5157
H: 2.7269 1.5733 -1.2694
H: -1.7198 -0.2434 -2.3215
H: 0.4265 -0.6727 -3.1721
H: 3.4559 -0.9639 -1.0043
H: -2.3057 -1.2982 1.0517
H: 3.0698 -1.2226 -2.6632
H: -0.9056 1.1002 -1.7596
H: 0.1211 -1.6422 -1.6358
H: -1.4679 1.4849 4.8341
H: 3.0136 0.7510 -2.6930

Forces on atoms 1 to 3 (eV/Å):
O -0.38 -0.74 2.55
O -1.43 -1.67 1.19
N -1.68 0.71 -1.94